Run 1
Molecular formula: C3H9IN2
Method: DFT, ωB97M-V with the def2-TZVPD basis set

```
15
Properties=species:S:1:pos:R:3:lowdin_charge:R:1
C 0.4760 2.1441 -0.6289 -0.190
C 0.6830 1.0869 0.5147 -0.134
C -0.8612 -0.5679 0.3972 -0.706
N 0.0191 -2.7803 -0.0962 -0.031
N -0.4919 -1.5629 -0.5317 -0.248
I -2.5765 0.6082 0.1111 0.816
H 1.1534 2.0633 -1.5214 0.073
H 0.6380 3.1232 -0.1272 0.071
H -0.5324 1.9384 -0.9584 -0.057
H 0.4853 1.5222 1.4569 0.021
H 1.5433 0.3389 0.4481 0.067
H -0.9761 -1.0657 1.3687 0.030
H 1.1292 -2.7838 0.2187 0.140
H -0.4353 -2.8663 0.7833 0.036
H -0.2541 -1.1984 -1.4350 0.112
```

Computed properties:
E_HOMO ... -7.55 eV

Run 2
Molecular formula: C3H9IN2
Method: DFT, ωB97M-V with the def2-TZVPD basis set

```
15
Properties=species:S:1:pos:R:3:lowdin_charge:R:1
C 1.3490 1.4410 0.8163 -0.088
C 1.4061 -0.1056 -1.2468 -0.041
C 0.9388 0.1821 0.2075 -0.457
N -0.5609 -1.6316 0.2831 -0.003
N 0.0612 -0.5147 0.7874 -0.042
I -5.5335 0.4556 -0.5674 0.343
H 2.3729 1.3582 1.3431 0.099
H 1.5695 2.1268 -0.0393 0.074
H 0.6714 1.8528 1.6079 0.087
H 1.7564 0.7843 -1.8278 0.079
H 0.4670 -0.6673 -1.5892 0.079
H 2.2172 -0.8202 -1.3293 0.057
H -5.4116 -0.3092 0.8504 -0.348
H -0.0584 -2.2969 -0.2904 0.080
H -1.2450 -1.8553 0.9946 0.081
```

Computed properties:
E_HOMO ... -8.40 eV
SMILES ... CC(C)=NN.I

Which of them is most stable? Easy: run 2.

Run 1
Molecular formula: C4H7ClN2S
Method: DFT, ωB97M-V with the def2-TZVPD basis set

```
15
Properties=species:S:1:pos:R:3:lowdin_charge:R:1
C 0.6360 1.4297 -0.8099 -0.098
C 0.6508 0.3397 0.1082 -0.390
C 0.8834 -1.0639 -0.3450 -0.592
C -0.5808 -1.3620 -0.0794 -0.898
H 1.6531 2.0612 -0.7036 0.121
H -0.2484 2.2292 -0.5570 0.138
H 0.7335 0.9818 -1.8841 0.111
H 1.3712 0.7658 0.8735 0.147
H 1.2879 -1.2339 -1.2850 0.062
H -2.4683 0.7021 0.4999 0.135
H -1.9226 -0.4551 2.0946 0.185
N -0.7100 -0.2184 0.6300 -0.205
N -1.7856 0.3470 1.2758 0.036
S -1.6450 -2.5115 -0.3997 0.669
Cl 2.1449 -2.0115 0.5816 0.579
```

Computed properties:
E_HOMO ... -8.70 eV
SMILES ... C[C@@H]1[C@@H](Cl)C(=S)N1N

Run 2
Molecular formula: C4H7ClN2S
Method: DFT, ωB97M-V with the def2-TZVPD basis set

```
15
Properties=species:S:1:pos:R:3:lowdin_charge:R:1
C 1.4193 0.9064 0.5609 -0.266
C 0.7548 -0.4989 0.2671 -0.585
C -0.5219 -0.8715 0.1745 -0.299
C -2.5689 -0.7765 -0.1397 -0.699
H 2.9571 0.8499 -1.1479 0.115
H 1.4852 1.8664 -1.4556 0.089
H 2.2436 0.7081 1.2702 0.098
H 0.5438 1.5133 0.9934 0.117
H -0.7823 -1.9540 -0.1047 0.126
H -1.4990 0.9584 0.6384 0.209
H -2.3279 -1.9604 -0.2346 0.119
N 2.0508 1.3329 -0.7260 -0.082
N -1.5427 -0.0903 0.3753 -0.026
S -4.2020 -0.2690 -0.2716 0.502
Cl 1.9902 -1.7150 -0.1998 0.583
```

Computed properties:
E_HOMO ... -8.36 eV
SMILES ... NC/C(Cl)=C\NC=S

Which of them is most stable? Easy: run 2.

Run 1
Molecular formula: C4H4NP
Method: DFT, ωB97M-V with the def2-TZVPD basis set

```
10
Properties=species:S:1:pos:R:3:lowdin_charge:R:1
C -2.4889 -0.4599 -0.7217 0.136
C -1.1035 -0.0412 -0.2039 -0.242
C 0.2694 -0.0172 -0.1017 -0.080
C -2.3403 0.1886 0.5752 -0.280
N 1.4372 -0.2591 -0.1436 -0.262
P 2.9831 0.2733 -0.0297 0.795
H -2.8193 1.1955 0.8087 0.118
H -2.4574 -0.4340 1.3696 0.047
H 2.9558 0.4672 -1.4253 -0.083
H 3.5640 -0.9132 -0.1275 -0.150
```

Computed properties:
E_HOMO (spin up / spin down) ... -8.64 / -8.64 eV

Run 2
Molecular formula: C4H4NP
Method: DFT, ωB97M-V with the def2-TZVPD basis set

```
10
Properties=species:S:1:pos:R:3:lowdin_charge:R:1
C 0.0292 -0.8268 -1.0467 -0.122
C 0.1197 -1.7596 -0.2549 -0.078
C 0.0555 -2.0511 1.0535 -0.317
C -0.1093 0.5893 -1.1415 -0.469
N -0.0844 -1.8928 2.1984 0.154
P -0.4107 1.0116 0.6977 0.828
H 0.7250 1.3293 -1.5252 0.111
H -1.0139 0.9243 -1.7856 0.098
H -0.1232 2.3470 0.7539 -0.146
H 0.8120 0.3289 1.0503 -0.059
```

Computed properties:
E_HOMO ... -9.48 eV
SMILES ... N#CC#CCP

Which of them is most stable? Easy: run 2.

Run 1
Molecular formula: C2H7PS2
Method: DFT, ωB97M-V with the def2-TZVPD basis set

```
12
Properties=species:S:1:pos:R:3:lowdin_charge:R:1
C -2.0339 0.0715 -0.4929 -0.548
C 1.5088 -0.7261 -0.0538 -0.748
P 0.0853 -0.4177 1.5268 0.514
S 2.7468 0.5719 -0.3095 0.617
S -1.1625 1.0247 0.6829 0.409
H -1.3455 -0.2602 -1.2003 -0.020
H -2.6418 0.8276 -0.9601 0.016
H -2.7676 -0.7378 -0.1817 0.074
H 0.7733 -0.7921 -0.9691 0.039
H 2.0302 -1.5620 0.3347 -0.032
H 0.8685 0.5141 2.3011 -0.109
H 1.9383 1.4861 -0.6780 -0.213
```

Computed properties:
E_HOMO ... -8.05 eV
SMILES ... CSPCS

Run 2
Molecular formula: C2H7PS2
Method: DFT, ωB97M-V with the def2-TZVPD basis set

```
12
Properties=species:S:1:pos:R:3:lowdin_charge:R:1
C 0.6047 1.0964 1.2776 -0.091
C 1.7347 0.4825 1.5597 -0.070
P -1.4324 -0.3851 -1.3592 0.039
S 0.1136 -1.7791 -0.8614 0.377
S -0.8814 0.8898 -2.8523 -0.002
H -2.6471 -1.0343 -1.3241 -0.063
H -0.2051 1.2361 1.8741 0.012
H 0.3745 1.2575 0.1779 0.040
H 2.2947 0.3082 2.4770 0.061
H 2.3321 0.3764 0.7263 0.016
H -1.6790 0.3019 -0.2515 -0.120
H -0.6093 -2.7503 -1.4442 -0.198
```

Computed properties:
E_HOMO ... -8.81 eV
SMILES ... S=[PH2]S.C=C

Which of them is most stable? Easy: run 1.

Run 1
Molecular formula: C4H9NOS
Method: DFT, ωB97M-V with the def2-TZVPD basis set

```
16
Properties=species:S:1:pos:R:3:lowdin_charge:R:1
C -0.9912 1.3426 2.2003 -0.481
C -1.1555 0.6286 -0.9340 -0.256
C 1.5005 -2.1595 -0.7354 -0.276
C 0.2247 0.4279 -0.3077 -0.584
N -1.2799 2.3373 1.5851 0.180
O -1.1358 0.3788 2.7983 0.143
S 0.5932 -1.0702 0.5045 0.931
H -1.4177 1.6481 -1.1297 0.043
H -1.3661 0.1349 -1.9330 0.077
H -1.8543 0.4176 -0.1982 0.018
H 1.7369 -3.1039 -0.3186 0.019
H 2.4630 -1.7565 -0.8994 0.023
H 0.8281 -2.1041 -1.5851 0.045
H 0.8505 0.8432 -1.1789 0.063
H 1.7119 -0.7771 1.2188 -0.018
H -0.7083 2.8121 0.9129 0.074
```

Computed properties:
E_HOMO ... -7.20 eV

Run 2
Molecular formula: C4H9NOS
Method: DFT, ωB97M-V with the def2-TZVPD basis set

```
16
Properties=species:S:1:pos:R:3:lowdin_charge:R:1
C 0.1116 -0.4543 0.1176 -0.712
C 1.3762 -1.0801 0.7079 -0.039
C -0.9795 -0.2156 1.1460 -0.073
C -0.4050 1.8252 -0.9840 -0.126
N 0.2066 0.5187 -0.9104 -0.278
O 0.6245 -1.7865 -2.1249 -0.484
S -0.4005 -1.0363 -1.4960 0.979
H 1.1746 -1.1816 1.8702 0.117
H 2.2855 -0.4957 0.6051 0.077
H 1.4423 -2.0251 0.2041 0.053
H -1.8739 -0.2087 0.6467 0.042
H -0.7080 0.6880 1.7279 0.104
H -1.1753 -1.0432 1.7813 0.072
H -0.7863 2.0723 0.0480 0.086
H 0.2901 2.5559 -1.5109 0.089
H -1.1831 1.8669 -1.8284 0.094
```

Computed properties:
E_HOMO ... -9.07 eV

Which of them is most stable? Easy: run 2.

Run 1
Molecular formula: C4H9NOS
Method: DFT, ωB97M-V with the def2-TZVPD basis set

```
16
Properties=species:S:1:pos:R:3:lowdin_charge:R:1
C -0.9766 -0.8279 -1.0482 -0.045
C -0.0489 -0.1334 -0.0551 -0.684
C -0.8261 -0.0379 1.1409 -0.100
C 1.2967 -0.7561 0.0599 -0.750
H -0.4357 -1.0391 -2.0050 0.095
H -0.9889 -1.8981 -0.6818 0.090
H -2.0664 -0.2977 -0.8315 0.156
H -0.0121 0.4295 1.8655 0.137
H -1.0517 -0.9632 1.5987 0.087
H -1.5685 0.7916 1.1660 0.103
H 0.3579 1.7484 -1.4868 0.175
H -0.4031 2.0633 0.1913 0.093
H 2.2004 1.3414 0.4033 -0.057
N 0.1580 1.3540 -0.3955 -0.056
O 1.4469 -1.9060 0.1670 0.037
S 2.9179 0.1313 -0.0887 0.719
```

Computed properties:
E_HOMO ... -8.99 eV
SMILES ... CC(C)(N)C(=O)S

Run 2
Molecular formula: C4H9NOS
Method: DFT, ωB97M-V with the def2-TZVPD basis set

```
16
Properties=species:S:1:pos:R:3:lowdin_charge:R:1
C -0.3584 2.7676 -0.4421 -0.120
N 0.3246 1.5740 -0.9096 -0.077
C 0.3336 0.4429 -0.0228 -0.438
C -1.0063 -0.2980 0.1199 -0.513
S -0.9682 -1.5123 1.4958 0.715
C 1.4336 -0.5149 -0.4581 -0.235
O 1.4982 -0.9506 -1.5796 0.066
H -1.1057 2.6194 0.3526 0.076
H 0.3541 3.4840 -0.0244 0.076
H -0.8961 3.2213 -1.2692 0.080
H -0.0422 1.2787 -1.8066 0.113
H 0.5676 0.7788 0.9939 0.129
H -1.8695 0.3377 0.3053 0.064
H -1.2022 -0.8057 -0.8266 0.080
H -0.1577 -2.3551 0.8371 -0.143
H 2.3332 -0.5997 0.1802 0.128
```

Computed properties:
E_HOMO ... -8.94 eV
SMILES ... CN[C@H](C=O)CS

Run 3
Molecular formula: C4H9NOS
Method: DFT, ωB97M-V with the def2-TZVPD basis set

```
16
Properties=species:S:1:pos:R:3:lowdin_charge:R:1
C -0.1620 -0.1578 1.8482 -0.085
C 0.8025 -0.8771 1.2386 -0.131
S 3.2271 0.7653 -0.6666 0.220
C -1.6429 -0.5231 -0.3907 -0.401
N -0.9341 -0.1622 -1.5964 -0.058
C 0.1793 0.6834 -1.2069 -0.203
O -2.6134 0.0059 -0.0006 0.096
H -0.0614 0.9745 1.8594 0.095
H -0.9569 -0.4188 2.5239 0.065
H 1.0814 -1.8886 1.4481 0.063
H 1.6816 -0.3077 0.7199 -0.053
H -0.6942 -1.1829 0.0876 0.133
H -1.5485 0.2663 -2.3243 0.135
H 1.1191 0.2516 -0.7949 -0.096
H 0.6381 1.0517 -2.2169 0.113
H -0.1157 1.5195 -0.5285 0.107
```

Computed properties:
E_HOMO ... -9.16 eV

Run 4
Molecular formula: C4H9NOS
Method: DFT, ωB97M-V with the def2-TZVPD basis set

```
16
Properties=species:S:1:pos:R:3:lowdin_charge:R:1
O -0.9619 -1.0755 -2.6699 0.067
C -0.7140 -0.0778 -2.0511 -0.257
C 0.2652 0.0109 -0.9045 -0.387
C -0.6901 0.5032 0.2719 -0.232
C -0.2386 0.0456 1.6640 -0.564
S 1.4495 0.5414 2.0542 0.712
N 0.9782 -1.2055 -0.7749 0.050
H -1.1202 0.8900 -2.4159 0.130
H 0.9640 0.8352 -1.0303 0.137
H -0.7520 1.5920 0.1973 0.105
H -1.7452 0.2143 0.1471 0.110
H -0.1295 -1.0399 1.5763 0.057
H -0.9433 0.2237 2.4684 0.071
H 1.3209 1.8309 2.3773 -0.153
H 1.8711 -1.2496 -0.3280 0.065
H 0.4459 -2.0387 -0.5821 0.089
```

Computed properties:
E_HOMO ... -9.04 eV
SMILES ... N[C@@H](C=O)CCS

Which of them is most stable? Easy: run 4.